Formula: C6H5NO
Source: the Open Molecules 2025 dataset
Level of theory: ωB97M-V/def2-TZVPD

Each line ends with the Mulliken charge.
Positions of all 13 atoms, in Å:
C: 0.3701 -0.6956 0.5032  0.66
C: 0.3368 -0.6318 -0.9975  -0.07
C: 0.2239 0.4494 -1.6141  -0.82
C: -0.0172 1.4124 -0.5609  -0.16
C: -0.1794 0.7804 0.7171  0.08
C: -0.9165 1.0250 1.8444  0.16
H: 0.1276 -2.7312 -0.0953  0.29
H: 1.4173 -0.7338 0.7489  0.28
H: 0.4418 -1.6333 -1.5946  -0.02
H: 0.2787 0.5835 -2.6608  0.46
H: -0.2007 2.6923 -0.4003  0.22
N: -1.5064 1.1295 2.9197  -0.50
O: -0.3758 -1.6467 1.1902  -0.58

Calculated values
2S+1: 1
Electronic energy in hartree: -361.32679
Relative energy (zero: lowest compared OMol25 entry of this formula, charge and spin) in eV: 7.005
Orbital gap in eV: 6.90
HOMO level in eV: -8.95

=====

Formula: C4H6N2OS
Source: the Open Molecules 2025 dataset
Level of theory: ωB97M-V/def2-TZVPD

Each line ends with the Mulliken charge.
Positions of all 14 atoms, in Å:
C: 1.1932 -1.3405 1.1340  -1.21
C: 0.6557 -0.5520 -0.1066  1.27
O: 0.5762 -1.3809 -1.1126  -0.50
C: 1.6633 0.7000 -0.3232  -0.46
N: 1.1379 1.8222 0.0407  -0.53
N: -0.2610 1.5175 0.0176  0.10
C: -0.5767 0.2523 0.0039  -0.36
S: -2.1297 -0.1876 0.0943  -0.38
H: 0.5504 -2.2614 1.2128  0.29
H: 1.4522 -0.8655 2.0052  0.40
H: 2.1447 -1.8140 0.5358  0.28
H: -0.2678 -1.7549 -1.1349  0.37
H: 2.7381 0.6936 -0.3674  0.44
H: -0.9035 2.3141 0.4833  0.30

Calculated values
SMILES: C[C@]1(O)C=NNC1=S
2S+1: 1
Electronic energy in hartree: -738.86564
Relative energy (zero: lowest compared OMol25 entry of this formula, charge and spin) in eV: 3.783
Orbital gap in eV: 8.83
HOMO level in eV: -8.87

=====

Formula: C27H37ClN5O10Tb
Source: the Open Molecules 2025 dataset
Level of theory: ωB97M-V/def2-TZVPD

Each line ends with the Mulliken charge.
Positions of all 81 atoms, in Å:
O: -1.2857 -1.6010 0.3091  0.12
C: -1.0180 -2.7943 -0.2438  0.19
C: -1.0835 -3.8671 0.8453  -0.64
C: -0.8742 -3.5313 2.1858  0.01
H: -0.5893 -2.5103 2.4472  0.51
C: -1.0518 -4.4985 3.1804  -0.77
H: -0.9377 -4.2093 4.2281  0.41
C: -1.3639 -5.8164 2.8276  -0.39
H: -1.4875 -6.5744 3.6077  0.36
C: -1.5009 -6.1620 1.4741  -0.70
H: -1.7141 -7.1933 1.1857  0.38
C: -1.3793 -5.1809 0.4880  -0.23
H: -1.4931 -5.4033 -0.5751  0.40
H: -1.7534 -3.0809 -1.0242  0.23
C: 0.3770 -2.1358 -2.4229  -1.44
C: 0.3816 -2.7328 -1.0466  0.37
H: 0.8643 -2.7934 -3.1615  0.60
H: 0.9436 -1.1894 -2.4371  0.16
H: -0.6462 -1.9459 -2.7703  0.22
C: 1.4154 -3.4064 -0.5414  -0.03
C: 2.6912 -3.7213 -1.2516  -1.36
H: 1.4068 -3.6858 0.5126  0.41
H: 2.8465 -4.8083 -1.2736  0.38
H: 3.5435 -3.2869 -0.7170  0.28
H: 2.7006 -3.3611 -2.2882  0.31
Tb: 0.3161 0.4565 0.0348  0.28
Cl: 2.6335 -0.6902 0.1935  -0.48
C: 2.7607 2.4243 -0.2130  0.07
O: 1.7114 2.2095 -0.8641  -0.57
N: 3.0964 3.5887 0.3515  0.43
C: 2.4737 4.8363 -0.0744  -0.79
C: 4.3088 3.6845 1.1564  -1.02
H: 3.4712 1.6016 -0.0118  0.45
H: 1.5462 4.6037 -0.5972  0.21
H: 3.1633 5.3866 -0.7273  0.33
H: 2.2662 5.4530 0.8060  0.22
H: 4.4519 2.7291 1.6785  0.37
H: 4.1929 4.4917 1.8896  0.28
H: 5.1900 3.8830 0.5261  0.32
H: -4.7144 -1.0670 3.2853  0.35
H: -3.4458 0.8617 4.0203  0.43
C: -3.8068 -1.3808 2.7509  -0.96
C: -2.6514 0.7579 3.2715  -1.00
N: -3.0918 -0.2074 2.2719  0.28
H: -4.0777 -2.0031 1.8930  0.30
C: -2.8018 -0.0623 0.9791  0.03
O: -2.0679 0.8604 0.5292  -0.86
H: -2.4455 1.7242 2.8019  0.26
H: -3.3313 -0.7714 0.3314  0.50
H: -3.1834 -1.9635 3.4439  0.33
H: -1.7444 0.4015 3.7834  0.28
H: -1.3396 2.5577 -4.8345  0.32
H: -3.9198 1.7610 -4.3682  0.33
C: -1.1365 1.4888 -4.6831  -0.96
C: -3.4719 0.7796 -4.1612  -0.89
N: -2.0872 0.9221 -3.7309  0.26
H: -0.1213 1.3552 -4.3054  0.26
C: -1.7304 0.6669 -2.4783  0.66
O: -0.5424 0.7892 -2.0614  -0.58
H: -4.0283 0.2848 -3.3594  0.28
H: -2.5325 0.3236 -1.8050  -0.14
H: -1.2601 0.9786 -5.6437  0.33
H: -3.5184 0.1747 -5.0745  0.31
O: 0.0376 2.5236 1.2418  -0.64
C: 0.6269 2.0234 2.2546  1.23
O: 0.7677 0.7583 2.4009  -0.74
C: 1.2553 2.9927 3.2189  0.20
C: 2.2827 2.5821 4.0707  -0.13
C: 2.9960 3.5451 4.8161  -0.28
C: 2.6459 4.8988 4.7827  -0.57
C: 1.6256 5.2931 3.9094  -0.46
C: 0.9052 4.3480 3.1509  -0.11
N: 1.4560 6.6988 3.6201  1.00
O: 2.0854 7.5318 4.3048  -0.59
O: 0.6989 7.0186 2.6759  -0.57
N: 4.2267 3.1521 5.4625  0.99
O: 4.5980 1.9633 5.3533  -0.57
O: 4.8749 4.0182 6.0874  -0.59
H: 2.5578 1.5318 4.1213  0.63
H: 3.1943 5.6352 5.3617  0.60
H: 0.1064 4.6728 2.4854  0.59

Calculated values
2S+1: 7
Electronic energy in hartree: -3361.87471
⟨S²⟩: 12.6713
Orbital gap (alpha / beta) in eV: 5.98 / 5.98
HOMO level (alpha / beta) in eV: -7.48 / -7.48

=====

Formula: C18H50BN2O15S2
Source: the Open Molecules 2025 dataset
Level of theory: ωB97M-V/def2-TZVPD

Each line ends with the Mulliken charge.
Positions of all 88 atoms, in Å:
C: 1.8801 -4.5870 -1.3700  -0.94
C: 2.5678 -3.4213 -0.6302  0.72
O: 3.1135 -3.6179 0.3753  -0.47
O: 2.5214 -2.1584 -1.2422  -0.29
C: 1.2959 -1.5429 -0.8192  0.59
O: 1.2970 -0.9766 0.1932  -0.42
C: 0.1302 -1.6763 -1.7990  -0.82
S: -1.4370 -0.9839 -1.2087  1.12
O: -1.1378 0.3749 -0.7913  -0.71
O: -2.3328 -0.9228 -2.3592  -0.77
N: -2.0341 -1.7510 0.0916  -0.17
S: -2.4575 -3.2946 -0.2885  0.95
O: -1.4246 -4.0534 -1.0112  -0.71
O: -2.7244 -3.9770 0.9838  -0.77
B: -4.0704 -3.4106 -1.2639  0.33
N: -5.1264 -2.4548 -0.9891  -0.48
O: -4.2091 -4.4370 -2.1949  -0.55
H: 2.5632 -5.4484 -1.4522  0.37
H: 1.6114 -4.2373 -2.3854  0.33
H: 0.9535 -4.8658 -0.8382  0.18
H: 0.0618 -2.7286 -2.1217  0.28
H: 0.4076 -1.0908 -2.7003  0.38
H: -5.1420 -1.7361 -1.7095  0.29
H: -4.9245 -2.0493 -0.0715  0.28
H: -4.0335 -4.1169 -3.0914  0.31
C: 5.3098 0.4392 1.6323  -1.09
C: 5.2412 0.9718 0.2137  -0.04
O: 4.7309 -0.0211 -0.6670  -0.48
H: 5.9459 -0.4468 1.6765  0.18
H: 5.7075 1.1940 2.3144  0.39
H: 4.3186 0.1386 1.9801  0.36
H: 6.2359 1.2509 -0.1379  0.24
H: 4.5952 1.8549 0.1603  0.20
H: 3.8469 -0.2596 -0.3588  0.17
C: 0.4112 4.2933 0.3178  -0.98
C: -0.7523 4.0719 -0.6326  -0.05
O: -0.4024 3.1471 -1.6480  -0.49
H: 1.2821 4.6658 -0.2258  0.23
H: 0.1495 5.0115 1.0989  0.34
H: 0.7053 3.3533 0.7907  0.30
H: -1.0308 5.0084 -1.1193  0.29
H: -1.6254 3.6895 -0.0921  0.11
H: -0.1678 2.3141 -1.2137  0.29
C: -5.5361 1.9215 0.7347  -1.01
C: -5.8957 0.5412 1.2483  -0.29
O: -4.8038 -0.3576 1.0826  -0.35
H: -5.2615 1.8780 -0.3204  0.23
H: -6.3697 2.6083 0.8521  0.26
H: -4.6719 2.3198 1.2740  0.43
H: -6.7439 0.1359 0.6943  0.30
H: -6.1627 0.5799 2.3105  0.23
H: -4.0564 -0.0041 1.5792  0.17
C: 8.7251 -2.3426 1.6462  -0.93
C: 9.6200 -1.6609 2.6623  -0.23
O: 8.9070 -0.6315 3.3389  -0.51
H: 8.3536 -1.6191 0.9188  0.20
H: 9.2619 -3.1318 1.1158  0.35
H: 7.8521 -2.7818 2.1354  0.31
H: 10.4791 -1.2037 2.1712  0.28
H: 9.9878 -2.3810 3.4017  0.25
H: 8.1541 -1.0421 3.7785  0.29
C: 5.3680 3.3264 -2.5390  -0.76
C: 6.6474 3.7310 -3.2453  -0.29
O: 7.7879 3.3696 -2.4697  -0.52
H: 5.3044 3.8043 -1.5599  0.24
H: 4.4912 3.6074 -3.1254  0.38
H: 5.3454 2.2468 -2.3705  0.14
H: 6.6788 4.8106 -3.3938  0.30
H: 6.7191 3.2457 -4.2246  0.25
H: 7.7649 2.4139 -2.3479  0.29
C: -8.7986 3.5580 -2.9289  -1.11
C: -8.4105 2.5575 -1.8562  -0.17
O: -7.8476 3.2208 -0.7282  -0.47
H: -7.9277 4.1342 -3.2452  0.29
H: -9.2228 3.0541 -3.7995  0.33
H: -9.5332 4.2711 -2.5447  0.33
H: -7.6627 1.8618 -2.2357  0.27
H: -9.2833 1.9824 -1.5291  0.27
H: -8.5119 3.8293 -0.3854  0.26
C: -3.3236 -3.4436 4.3690  -0.79
C: -4.0298 -2.1214 4.5753  -0.22
O: -3.3632 -1.0949 3.8514  -0.50
H: -2.2845 -3.3778 4.6970  0.23
H: -3.8169 -4.2471 4.9225  0.37
H: -3.3064 -3.7095 3.3097  0.17
H: -4.0299 -1.8395 5.6296  0.31
H: -5.0702 -2.1807 4.2346  0.19
H: -3.3743 -1.3515 2.9201  0.26

Calculated values
2S+1: 1
Net charge: -1
Electronic energy in hartree: -2775.22215
Relative energy (zero: lowest compared OMol25 entry of this formula, charge and spin) in eV: 1.470
Orbital gap in eV: 8.84
HOMO level in eV: -6.60

=====

Formula: H10O4S
Source: the Open Molecules 2025 dataset
Level of theory: ωB97M-V/def2-TZVPD

Each line ends with the Mulliken charge.
Positions of all 15 atoms, in Å:
O: -3.8005 2.3042 3.8068  -0.63
H: -4.4390 1.9177 3.2167  0.31
H: -3.3217 2.8956 3.2349  0.31
O: -0.4077 0.1555 4.2039  -0.63
H: -1.0389 -0.3456 4.6836  0.30
H: -0.9247 0.6041 3.5289  0.32
O: 0.5725 -1.9721 1.0359  -0.63
H: 1.1440 -1.8074 1.7866  0.30
H: 1.1049 -2.5745 0.5053  0.30
O: -1.5115 -0.1333 1.4099  -0.60
H: -2.2721 -0.0501 0.8163  0.30
H: -1.1439 -0.9795 1.0969  0.33
S: 2.9664 -0.2003 -5.7227  -0.29
H: 2.7187 0.5709 -4.6574  0.15
H: 1.7565 0.0765 -6.2633  0.15

Calculated values
SMILES: O.O.O.O.S
2S+1: 1
Electronic energy in hartree: -705.11969
Relative energy (zero: lowest compared OMol25 entry of this formula, charge and spin) in eV: 0.744
Orbital gap in eV: 10.39
HOMO level in eV: -9.87

=====

Formula: C2H4P2S
Source: the Open Molecules 2025 dataset
Level of theory: ωB97M-V/def2-TZVPD

Each line ends with the Mulliken charge.
Positions of all 9 atoms, in Å:
C: 0.9806 0.2921 0.6433  -0.60
C: -0.1168 0.4125 -0.1251  -0.31
P: -3.4985 1.8377 -0.4893  -0.03
P: -3.8217 -0.1243 -0.2926  0.31
S: -3.8845 -2.0315 0.0228  -0.26
H: 1.6273 1.0388 0.9287  0.28
H: 1.2158 -0.7037 0.9912  0.20
H: -0.8193 -0.4702 -0.5246  0.13
H: -0.2535 1.3186 -0.6825  0.27

Calculated values
2S+1: 3
Electronic energy in hartree: -1159.32086
⟨S²⟩: 2.0104
Relative energy (zero: lowest compared OMol25 entry of this formula, charge and spin) in eV: 2.242
Orbital gap (alpha / beta) in eV: 6.09 / 5.91
HOMO level (alpha / beta) in eV: -6.96 / -9.01